<1>
C2H3N2OP | ωB97M-V with the def2-TZVPD basis set

Values from the calculation:
frontier orbital gap	8.24	eV
HOMO energy	-9.048	eV
LUMO energy	-0.02952	Eh
total charge	0

Structure (XYZ):
```
9
C2H3N2OP, DFT ωB97M-V with the def2-TZVPD basis set
C 0.53186 -1.32644 0.24264
C 0.14987 -0.05660 0.51308
N -0.48990 -2.14644 -0.13339
N -1.64761 -1.68126 -0.33204
O -2.25034 1.24039 -0.23602
P -1.59511 -0.13100 0.41922
H 1.45124 -1.66878 0.09422
H 0.95542 0.59175 0.91993
H -2.20482 1.26151 -1.29408
```

<2>
C2H3N2OP | ωB97M-V with the def2-TZVPD basis set

Values from the calculation:
frontier orbital gap	9.22	eV
HOMO energy	-9.205	eV
LUMO energy	0.00044	Eh
SMILES	O=C/N=N\C#[PH2]
total charge	0

Structure (XYZ):
```
9
C2H3N2OP, DFT ωB97M-V with the def2-TZVPD basis set
O 0.71433 -0.59087 2.33882
C 0.68089 -1.53507 1.59444
N 0.24884 -1.61540 0.24272
N -0.07290 -0.59131 -0.36166
C -0.52252 0.41481 -0.77806
P -0.36132 1.63538 -1.99993
H 1.04845 -2.46721 2.06177
H -0.08918 2.70397 -1.14123
H -1.64659 2.04569 -1.95687
```

Which structure is the least stable? The one labeled <2>.

<1>
C2H7ClOSi | ωB97M-V with the def2-TZVPD basis set

Values from the calculation:
frontier orbital gap (alpha / beta)	7.92 / 7.17	eV
HOMO energy (alpha / beta)	-7.896 / -7.071	eV
LUMO energy (alpha / beta)	0.00101 / 0.00364	Eh
total charge	0

Structure (XYZ):
```
12
C2H7ClOSi, DFT ωB97M-V with the def2-TZVPD basis set
C -1.41056 -1.85403 -0.53653
C 2.23682 1.23538 -0.13096
O -1.40943 -0.69739 0.26542
Si -0.89283 0.81165 0.18613
Cl 2.96941 -0.13981 0.52536
H -0.96911 -1.48865 -1.42272
H -2.45310 -2.33345 -0.57747
H -0.74048 -2.65651 -0.22051
H 2.44360 1.44224 -1.25528
H 2.23214 2.03989 0.50750
H -1.20550 1.46218 1.40064
H -1.32277 1.35816 -1.17223
```

<2>
C2H7ClOSi | ωB97M-V with the def2-TZVPD basis set

Values from the calculation:
frontier orbital gap	10.33	eV
HOMO energy	-10.279	eV
LUMO energy	0.00189	Eh
SMILES	C[Si](C)=O.Cl
total charge	0

Structure (XYZ):
```
12
C2H7ClOSi, DFT ωB97M-V with the def2-TZVPD basis set
C 0.11282 -0.68683 1.29587
Si 0.09602 0.66244 -0.08548
C 1.43328 0.15054 -1.32611
O -1.05089 1.73130 -0.17972
H 0.79008 -0.48319 2.13170
H -0.74101 -0.87787 2.01306
H 0.51152 -1.54751 0.78816
H 1.77520 -0.86058 -1.14716
H 0.75246 0.14671 -2.28254
H 2.27019 0.86570 -1.59163
Cl -3.24852 -0.09847 0.10573
H -2.70113 0.99776 0.27812
```

Which structure is the least stable? The one labeled <1>.

<1>
C4H7FN2O | ωB97M-V with the def2-TZVPD basis set

Values from the calculation:
frontier orbital gap	8.16	eV
HOMO energy	-7.856	eV
LUMO energy	0.01135	Eh
SMILES	C/C(F)=C\N=C/NO
total charge	0

Structure (XYZ):
```
15
C4H7FN2O, DFT ωB97M-V with the def2-TZVPD basis set
C -2.27398 -1.36167 -0.15332
C -1.06696 -0.97655 -0.90662
F -1.37060 -1.09152 -2.29649
C 0.03487 -0.32777 -0.63360
N 0.14723 -0.13851 0.70231
C 0.94248 0.87763 1.22038
N 2.00723 1.57713 0.68386
O 2.54584 0.63173 -0.24927
H -2.31780 -0.68150 0.68986
H -3.28874 -1.14904 -0.71298
H -2.15129 -2.46916 0.41933
H 0.67166 0.22579 -1.42883
H 0.56525 1.76049 2.07381
H 2.56676 1.74982 1.59889
H 2.98805 1.37312 -1.00734
```

<2>
C4H7FN2O | ωB97M-V with the def2-TZVPD basis set

Values from the calculation:
frontier orbital gap	8.42	eV
HOMO energy	-8.376	eV
LUMO energy	0.00149	Eh
total charge	0

Structure (XYZ):
```
15
C4H7FN2O, DFT ωB97M-V with the def2-TZVPD basis set
C 1.72173 -0.99577 1.71789
C 1.74658 0.00583 0.55028
C 0.57183 0.17320 -0.09602
C -1.69022 -0.80957 -0.09909
H 0.68248 -1.69891 1.43793
H 3.06507 -1.38442 1.79244
H 1.60708 -0.25137 2.65282
H 0.64475 1.11403 -0.64875
H -2.34419 -1.53217 0.53365
H -3.53042 0.22147 -0.49556
H -2.42699 1.14219 -2.67312
N -0.53553 -0.66894 0.28532
N -2.60565 0.09285 -0.97803
O -1.85325 1.15396 -1.47424
F 2.77966 0.77200 0.17835
```

Which structure is the least stable? The one labeled <2>.

<1>
C4H7NO3 | ωB97M-V with the def2-TZVPD basis set

Values from the calculation:
frontier orbital gap	6.52	eV
HOMO energy	0.680	eV
LUMO energy	0.26445	Eh
SMILES	N[C@@H](C[O-])CC(=O)[O-]
total charge	-2

Structure (XYZ):
```
15
C4H7NO3, DFT ωB97M-V with the def2-TZVPD basis set
N -0.26254 0.39430 1.49431
C 0.36204 -0.33333 0.45137
C -0.36757 -1.73217 0.55744
O -1.46224 -1.77957 -0.21640
C 0.07204 0.27192 -0.96420
C 0.55183 1.74967 -1.28477
O 0.64490 2.58694 -0.36345
O 0.90165 2.03689 -2.44747
H -0.13604 1.41561 1.21634
H -1.15454 0.10812 1.63106
H 1.51628 -0.37859 0.69161
H 0.41116 -2.50941 0.30991
H -0.42866 -1.86142 1.62290
H 0.39711 -0.34116 -1.74824
H -1.04542 0.37222 -0.95040
```

<2>
C4H7NO3 | ωB97M-V with the def2-TZVPD basis set

Values from the calculation:
frontier orbital gap	6.49	eV
HOMO energy	0.391	eV
LUMO energy	0.25280	Eh
SMILES	O=C([O-])NCCC[O-]
total charge	-2

Structure (XYZ):
```
15
C4H7NO3, DFT ωB97M-V with the def2-TZVPD basis set
O -1.80198 0.53083 3.23297
C -0.72967 0.61734 2.55729
O 0.13034 1.50320 2.78668
N -0.42584 -0.41277 1.54880
C 0.25308 0.30481 0.40841
C 0.01139 -0.47649 -0.85939
C 0.79035 -0.31699 -2.23102
O 0.38840 -1.26601 -3.09271
H -1.29359 -0.98427 1.17835
H -0.19472 1.46970 0.34034
H 1.16669 0.68178 0.67396
H -1.04174 -0.37725 -1.08324
H 0.33782 -1.59116 -0.67980
H 0.56033 0.72309 -2.65344
H 1.84913 -0.40582 -2.12719
```

Which structure is the least stable? The one labeled <2>.

<1>
CH3FNO2S | ωB97M-V with the def2-TZVPD basis set

Values from the calculation:
frontier orbital gap (alpha / beta)	7.14 / 5.65	eV
HOMO energy (alpha / beta)	-3.585 / -3.305	eV
LUMO energy (alpha / beta)	0.13045 / 0.08617	Eh
total charge	-1

Structure (XYZ):
```
9
CH3FNO2S, DFT ωB97M-V with the def2-TZVPD basis set
C 1.73292 1.12392 0.85613
N -2.84337 -0.53118 -1.08666
O 0.85598 -1.28016 1.02272
O 1.82256 -0.61977 -1.16127
F 1.61580 2.29620 0.12178
S 0.88440 -0.29302 -0.00351
H 1.22375 1.20141 1.73403
H -1.87006 -0.87250 -1.12277
H -3.42198 -1.02490 -0.36047
```

<2>
CH3FNO2S | ωB97M-V with the def2-TZVPD basis set

Values from the calculation:
frontier orbital gap	6.76	eV
HOMO energy	-2.652	eV
LUMO energy	0.15092	Eh
total charge	-1

Structure (XYZ):
```
9
CH3FNO2S, DFT ωB97M-V with the def2-TZVPD basis set
C -1.35335 0.62174 0.12616
N -0.84485 -0.59070 -0.25685
O 1.81203 -1.28458 0.35522
O -2.34765 1.13717 -0.34807
F 2.36749 1.39063 0.31413
S 2.66077 -0.26150 -0.43418
H -0.72092 1.09890 0.89327
H -0.03008 -1.00039 0.11783
H -1.54343 -1.11125 -0.76751
```

Which structure is the least stable? The one labeled <1>.

<1>
C6H29NO9 | ωB97M-V with the def2-TZVPD basis set

Values from the calculation:
frontier orbital gap	7.96	eV
HOMO energy	-7.802	eV
LUMO energy	0.00589	Eh
SMILES	C=CCN/C=C/C.O.O.O.O.O.O.O.O.O
total charge	0

Structure (XYZ):
```
45
C6H29NO9, DFT ωB97M-V with the def2-TZVPD basis set
C -0.78045 -1.36272 -2.94390
C -0.14204 -0.23390 -2.65971
C 1.16054 -0.20964 -1.91207
N 1.22128 0.86662 -0.88153
C 0.41648 0.65929 0.26685
C 0.08729 1.69774 1.06707
C -0.58215 1.52999 2.37178
H -0.45719 -2.30773 -2.68600
H -1.71161 -1.41445 -3.50412
H -0.55329 0.80411 -2.92901
H 1.38497 -1.20434 -1.46703
H 2.01440 0.00099 -2.57923
H 1.14023 1.86563 -1.26045
H 0.24668 -0.33100 0.47467
H 0.32861 2.70324 0.76899
H -0.33316 0.53300 2.81910
H -0.24699 2.35019 3.09164
H -1.68349 1.59928 2.32397
O 3.46469 0.23992 1.04916
H 4.28899 0.08680 0.60709
H 2.80954 0.66414 0.35669
O -2.43873 1.24071 -0.90141
H -1.51043 1.15101 -1.14650
H -2.59157 0.53542 -0.22274
O 0.29302 3.57037 -1.55274
H 0.07955 4.08075 -2.31572
H -0.54598 3.67943 -0.99956
O -0.46546 -1.74145 2.43653
H -0.65742 -2.12135 3.27573
H -0.68427 -2.43136 1.74015
O 2.14034 -1.98569 1.79923
H 1.24754 -1.71097 2.17366
H 2.61888 -1.18938 1.59123
O -2.43445 -0.81805 0.81847
H -2.16037 -1.58584 0.36875
H -1.89154 -0.74559 1.53272
O -1.13175 -3.09520 0.20833
H -1.54045 -3.91323 -0.07370
H -0.21823 -3.13434 -0.09619
O 1.44483 -3.20210 -0.41942
H 1.78103 -2.65123 0.39388
H 1.91138 -4.06161 -0.34998
O -1.93473 3.74752 -0.10599
H -1.78788 3.71508 0.78109
H -2.28707 2.83418 -0.29579
```

<2>
C6H29NO9 | ωB97M-V with the def2-TZVPD basis set

Values from the calculation:
frontier orbital gap	10.40	eV
HOMO energy	-10.267	eV
LUMO energy	0.00484	Eh
SMILES	COC[C@H](C)N.OCCO.O.O.O.O.O.O
total charge	0

Structure (XYZ):
```
45
C6H29NO9, DFT ωB97M-V with the def2-TZVPD basis set
C -0.55081 -1.63747 3.10438
O 0.77251 -1.36968 3.53037
C 1.77934 -1.59382 2.61525
C 1.79834 -0.51248 1.50987
C 2.99333 -0.36181 0.53623
N 1.78865 0.73207 2.26591
H -0.58762 -2.65344 2.71126
H -0.87694 -0.92586 2.34586
H -1.10260 -1.63492 4.04439
H 2.69959 -1.46975 3.18607
H 1.86660 -2.57381 2.14609
H 0.85115 -0.51196 0.97050
H 3.88865 -0.60126 1.10996
H 3.19116 0.64451 0.16705
H 2.85710 -1.06055 -0.28918
H 2.59754 0.73722 2.87070
H 1.11403 0.59788 3.00549
O -1.95651 -0.97895 -0.88357
C -2.93068 0.09052 -0.83124
C -3.03304 0.81668 0.53859
O -3.50095 -0.02475 1.61732
H -2.41152 -1.82365 -0.85137
H -2.77535 0.71147 -1.71350
H -3.92407 -0.28043 -1.08356
H -3.59079 1.75136 0.48027
H -2.02292 1.08939 0.84416
H -3.36903 0.51058 2.40321
O -2.59177 -1.34579 -3.75873
H -3.47987 -1.69854 -3.81423
H -2.40599 -1.30994 -2.82041
O 0.27320 3.56449 -2.03182
H 0.33325 3.09207 -1.20149
H 0.74535 3.01351 -2.65610
O 0.50079 2.04895 0.40406
H -0.01473 2.69932 0.88103
H 0.97049 1.56822 1.08561
O 1.30278 -1.79392 -2.88098
H 0.74259 -1.07380 -2.59143
H 2.09808 -1.36646 -3.19880
O 1.87442 1.39073 -3.62643
H 1.29362 0.93553 -3.01677
H 2.75163 1.25682 -3.26752
O 0.23684 0.42314 -1.60491
H 0.31541 1.05211 -0.88766
H -0.51104 -0.12350 -1.36389
```

Which structure is the least stable? The one labeled <2>.

<1>
C4H13NO2 | ωB97M-V with the def2-TZVPD basis set

Values from the calculation:
<S²>	0.758
frontier orbital gap (alpha / beta)	9.05 / 6.64	eV
HOMO energy (alpha / beta)	-14.103 / -14.103	eV
LUMO energy (alpha / beta)	-0.18563 / -0.27438	Eh
total charge	+1
multiplicity	2

Structure (XYZ):
```
20
C4H13NO2, DFT ωB97M-V with the def2-TZVPD basis set
C 2.15809 1.17372 -1.16035
C 2.04447 0.40544 0.18131
C 0.89029 1.11024 0.84682
C -0.43916 0.81947 0.55392
N -1.55727 1.64521 0.98674
H 3.01368 1.87592 -1.02190
H 2.26053 0.48430 -2.01214
H 1.35928 1.82394 -1.54584
H 2.86229 0.34189 0.88902
H 1.55729 -0.54231 -0.04068
H 1.18016 1.63914 1.73803
H -0.70807 -0.21966 0.47477
H -2.29526 1.62572 0.24944
H -1.15880 2.54055 1.19196
H 2.05156 -4.56341 -1.30091
H 0.81108 -3.67931 -1.24341
O 1.76783 -3.64988 -1.19736
H -4.99262 -1.01612 0.10360
H -5.15987 -0.67823 1.49972
O -5.64550 -1.13660 0.80725
```

<2>
C4H13NO2 | ωB97M-V with the def2-TZVPD basis set

Values from the calculation:
<S²>	0.755
frontier orbital gap (alpha / beta)	10.93 / 5.57	eV
HOMO energy (alpha / beta)	-14.080 / -14.079	eV
LUMO energy (alpha / beta)	-0.11580 / -0.31286	Eh
total charge	+1
multiplicity	2

Structure (XYZ):
```
20
C4H13NO2, DFT ωB97M-V with the def2-TZVPD basis set
C 0.38322 0.46480 1.35335
C 0.79564 0.26332 -0.13124
N 0.35980 -1.04296 -0.59664
C -1.02544 -1.09348 -1.34830
C -2.14752 -1.59160 -0.49346
O -2.68827 -2.79282 -1.03927
H 0.47607 1.52502 1.59100
H -0.68142 0.09782 1.38759
H 0.86730 -0.21773 2.03919
H 0.33112 1.13120 -0.64247
H 1.88937 0.28486 -0.19169
H 0.97820 -1.42712 -1.30760
H -1.12377 -0.05798 -1.68062
H -0.92843 -1.89339 -2.10930
H -2.96917 -0.85809 -0.30332
H -1.73406 -1.81269 0.51497
H -2.31834 -3.60619 -0.66933
H 2.33422 4.15111 1.21187
H 3.95532 4.34171 1.50912
O 3.24616 4.13418 0.90617
```

<3>
C4H13NO2 | ωB97M-V with the def2-TZVPD basis set

Values from the calculation:
<S²>	0.759
frontier orbital gap (alpha / beta)	6.15 / 6.14	eV
HOMO energy (alpha / beta)	-13.153 / -13.153	eV
LUMO energy (alpha / beta)	-0.25743 / -0.25762	Eh
total charge	+1
multiplicity	2

Structure (XYZ):
```
20
C4H13NO2, DFT ωB97M-V with the def2-TZVPD basis set
N -2.07569 1.68115 1.48847
C 1.05721 2.90530 0.86783
C 0.54771 -0.64422 -0.33427
C 1.00590 0.44127 0.52901
C 0.74278 1.76587 0.17850
H -2.67195 1.33656 2.20873
H -2.49433 1.69797 0.57585
H 0.77024 3.84370 0.43048
H 1.77952 2.91674 1.67660
H -0.20935 -1.34422 0.01987
H 0.09429 -0.26460 -1.25453
H 1.39496 -1.20550 -0.77044
H 1.49421 0.25384 1.48630
H 0.14642 1.95056 -0.70377
H 0.43248 -4.66833 -0.31728
H -0.05849 -3.13492 -1.49452
O 0.13494 -3.77403 -0.52862
H -1.09310 1.55211 1.54890
H -0.60379 -2.79689 -3.25369
O -0.39396 -2.51236 -2.35343
```

Which structure is the least stable? The one labeled <3>.